# 1
C31H29N9O9S3Ti as an isolated structure at a distorted geometry. Source: the OMol25 dataset; level of theory: ωB97M-V with the def2-TZVPD basis set.

Output
Kohn-Sham gap: 5.963 eV
Energy relative to the best compared isomer or geometry (same formula, charge and spin): 39.8 kcal/mol
E_tot: -120085.08038 eV
HOMO: -2.1 eV

The geometry in ORCA input format:
```
! RIJCOSX wB97M-V def2-TZVPD def2/J DEFGRID3
* xyz -2 1
Ti -2.455 0.301 -0.680
N -4.172 -2.736 0.757
N -4.514 -2.877 -0.609
C -4.273 -1.830 -1.501
O -4.526 -2.006 -2.679
O -3.879 -0.698 -0.977
H -3.214 -3.039 0.900
H -4.790 -3.342 1.277
H -4.270 -3.760 -1.037
C 4.775 -4.161 -2.533
C 3.338 -3.889 -2.167
C 2.741 -2.683 -2.517
C 1.408 -2.437 -2.220
C 0.658 -3.395 -1.560
C 1.247 -4.594 -1.189
C 2.578 -4.838 -1.489
S -1.109 -3.201 -1.213
O -1.707 -4.272 -1.992
O -1.196 -3.379 0.233
N -1.533 -1.759 -1.613
C -1.527 -1.523 -3.059
C -1.248 -0.045 -3.256
O -0.529 0.348 -4.158
O -1.798 0.729 -2.361
H 5.459 -3.545 -1.945
H 4.951 -3.935 -3.586
H 5.027 -5.208 -2.363
H 3.324 -1.927 -3.033
H 0.953 -1.500 -2.511
H 0.647 -5.327 -0.664
H 3.030 -5.781 -1.199
H -2.497 -1.747 -3.511
H -0.774 -2.107 -3.591
S -1.299 2.692 -0.122
C -2.128 3.692 -1.271
C -1.490 4.890 -1.687
N -0.963 5.873 -1.983
C -3.378 3.379 -1.713
S -4.246 1.983 -1.134
C -4.060 4.197 -2.652
N -4.631 4.839 -3.422
O -5.142 0.171 1.218
C -4.137 0.287 1.871
C -4.167 0.343 3.401
C -2.830 0.956 3.751
C -2.025 0.826 2.456
O -0.838 1.093 2.424
N -2.823 0.425 1.412
H -4.267 -0.684 3.762
H -5.039 0.907 3.727
H -2.293 0.475 4.568
H -2.910 2.022 3.974
C 1.186 4.042 4.427
C 2.041 3.475 3.325
C 3.353 3.080 3.553
C 4.131 2.553 2.533
C 3.617 2.423 1.246
N 4.467 1.886 0.254
C 4.219 1.534 -1.058
O 5.098 1.636 -1.903
N 2.968 1.076 -1.355
C 2.049 0.408 -0.519
C 2.419 -0.380 0.562
C 1.419 -1.017 1.272
C 0.096 -0.838 0.910
N -0.259 -0.061 -0.111
C 0.699 0.539 -0.807
C 2.311 2.845 1.004
C 1.536 3.342 2.036
H 1.713 4.026 5.382
H 0.264 3.468 4.528
H 0.908 5.074 4.205
H 3.774 3.169 4.549
H 5.147 2.233 2.741
H 5.449 2.043 0.409
H 2.733 1.111 -2.335
H 3.459 -0.494 0.836
H 1.664 -1.636 2.124
H -0.693 -1.346 1.435
H 0.389 1.191 -1.615
H 1.876 2.796 0.017
H 0.509 3.614 1.818
*
```

---

# 2
C31H30BBr2N7O3RuS as an isolated structure at a distorted geometry. Source: the OMol25 dataset; level of theory: ωB97M-V with the def2-TZVPD basis set.

Output
Kohn-Sham gap (alpha / beta): 5.695 / 5.170 eV
E_tot: -203382.01556 eV
HOMO (alpha / beta): -9.3 / -9.3 eV

The geometry in ORCA input format:
```
! RIJCOSX wB97M-V def2-TZVPD def2/J DEFGRID3
* xyz 1 2
Ru 1.351 -0.032 0.374
N 3.012 1.203 -3.745
C 2.599 1.024 -2.461
S 3.294 -0.307 -1.578
N 1.694 1.821 -1.988
N 1.237 1.693 -0.768
C 0.246 2.544 -0.338
C -0.717 3.158 -1.235
C -2.067 3.218 -0.850
C -3.023 3.713 -1.711
C -2.660 4.180 -2.967
C -1.327 4.156 -3.349
C -0.367 3.637 -2.503
C 0.189 2.707 1.078
C -0.466 3.785 1.707
C -0.395 3.909 3.073
C 0.305 2.955 3.812
C 0.921 1.920 3.129
N 0.885 1.807 1.816
H 3.925 0.844 -3.973
H 2.768 2.090 -4.156
H -2.365 2.830 0.114
H -4.057 3.721 -1.403
H -3.410 4.563 -3.643
H -1.032 4.535 -4.316
H 0.667 3.614 -2.801
H -0.977 4.517 1.103
H -0.870 4.741 3.569
H 0.380 3.025 4.884
H 1.478 1.159 3.666
C -0.502 -3.245 0.652
C 0.302 -2.775 1.825
C 0.085 -3.387 3.064
C 0.958 -3.196 4.105
C 2.081 -2.374 3.904
C 3.138 -2.221 4.833
Br 3.089 -3.149 6.484
C 4.232 -1.428 4.553
C 4.278 -0.706 3.373
Br 5.750 0.390 2.945
C 3.215 -0.720 2.434
O 3.204 0.030 1.420
C 2.145 -1.660 2.683
N 1.263 -1.853 1.661
H -1.418 -3.725 0.987
H 0.075 -3.982 0.092
H -0.762 -2.423 -0.007
H -0.764 -4.041 3.183
H 0.810 -3.688 5.053
H 5.050 -1.357 5.254
N 0.471 -4.409 -3.469
C 0.556 -3.191 -4.276
C 0.445 -2.012 -3.298
N 1.305 -2.384 -2.158
H 0.898 -5.195 -3.945
H -0.497 -4.653 -3.286
H 1.232 -3.437 -2.188
H -0.212 -3.112 -5.051
H 1.539 -3.170 -4.752
H -0.580 -1.884 -2.946
H 0.777 -1.078 -3.747
H 2.285 -2.025 -2.281
H 0.996 -1.941 -1.258
O -1.370 0.093 0.979
B -0.635 -0.196 -0.171
O -1.515 -0.327 -1.253
C -2.771 -0.100 -0.762
C -3.987 -0.125 -1.410
C -5.114 0.112 -0.635
C -5.021 0.366 0.726
C -3.797 0.398 1.378
C -2.678 0.157 0.610
H -4.053 -0.323 -2.467
H -6.085 0.091 -1.104
H -5.923 0.538 1.294
H -3.714 0.590 2.435
*
```

---

# 3
C31H30BrClI2NO3SiZr as an isolated structure. Source: the OMol25 dataset; level of theory: ωB97M-V with the def2-TZVPD basis set.

Output
Kohn-Sham gap: 7.716 eV
Energy relative to the best compared isomer or geometry (same formula, charge and spin): 10.8 kcal/mol
E_tot: -148188.75078 eV
HOMO: -11.5 eV

The geometry in ORCA input format:
```
! RIJCOSX wB97M-V def2-TZVPD def2/J DEFGRID3
* xyz 1 1
Zr 0.627 0.029 0.672
O -0.979 -1.466 -0.024
C -0.239 -2.710 0.126
C 1.118 -2.440 -0.617
O 1.872 -3.325 -0.880
O 1.346 -1.133 -0.832
C 0.069 -2.816 1.618
C 1.005 -3.748 2.072
C 1.328 -3.795 3.412
C 0.736 -2.915 4.321
C -0.188 -1.993 3.880
C -0.527 -1.940 2.527
C -0.951 -3.861 -0.533
C -1.067 -3.879 -1.922
C -1.789 -4.880 -2.544
C -2.396 -5.874 -1.785
C -2.281 -5.862 -0.405
C -1.564 -4.852 0.223
H -1.925 -1.621 -0.127
H 1.485 -4.411 1.364
H 2.057 -4.514 3.760
H 1.010 -2.956 5.366
H -0.651 -1.299 4.569
H -1.304 -1.247 2.227
H -0.578 -3.119 -2.523
H -1.870 -4.895 -3.623
H -2.954 -6.661 -2.275
H -2.748 -6.637 0.187
H -1.477 -4.845 1.302
C -4.040 3.294 2.978
Si -2.402 3.012 3.813
C -1.506 4.606 4.139
C -2.589 1.986 5.353
C -1.332 2.032 2.637
C -0.595 1.412 1.880
H -4.748 3.765 3.663
H -4.479 2.353 2.642
H -3.933 3.952 2.113
H -2.080 5.216 4.841
H -1.373 5.185 3.224
H -0.522 4.430 4.576
H -3.141 2.546 6.112
H -1.617 1.723 5.771
H -3.139 1.065 5.152
Br -0.981 0.289 -5.141
C -1.197 1.093 -3.461
C -1.987 2.221 -3.298
C -2.088 2.758 -2.028
C -1.399 2.176 -0.979
N -0.630 1.090 -1.143
C -0.547 0.553 -2.369
H -2.503 2.660 -4.141
H -2.694 3.634 -1.841
H -1.445 2.579 0.021
H 0.070 -0.328 -2.471
I 2.428 2.184 -0.588
I 2.804 -0.319 2.350
Cl 1.696 3.433 -4.133
C 3.379 2.968 -4.074
C 4.290 3.674 -4.838
C 5.627 3.311 -4.801
C 6.045 2.249 -4.011
C 5.120 1.555 -3.250
C 3.771 1.903 -3.267
C 2.793 1.139 -2.455
H 3.948 4.495 -5.452
H 6.341 3.863 -5.397
H 7.086 1.960 -3.989
H 5.439 0.726 -2.629
H 3.148 0.168 -2.129
H 1.816 1.060 -2.919
*
```

---

# 4
C31H30DyI2N3O5 as an isolated structure at a distorted geometry. Source: the OMol25 dataset; level of theory: ωB97M-V with the def2-TZVPD basis set.

Output
Kohn-Sham gap (alpha / beta): 7.551 / 7.541 eV
Energy relative to the best compared isomer or geometry (same formula, charge and spin): 24.7 kcal/mol
E_tot: -87625.80045 eV
HOMO (alpha / beta): -7.5 / -7.5 eV

The geometry in ORCA input format:
```
! RIJCOSX wB97M-V def2-TZVPD def2/J DEFGRID3
* xyz 0 6
Dy -0.400 0.514 -0.078
C -3.443 -2.685 -2.967
C -3.202 -1.679 -1.836
C -3.183 -0.258 -2.399
C -1.924 -2.029 -1.106
C -0.671 -1.952 -1.730
C 0.471 -2.422 -1.086
C 0.401 -2.975 0.195
C 1.626 -3.568 0.826
C -0.836 -3.007 0.829
C -1.978 -2.559 0.183
H -4.288 -2.373 -3.578
H -3.657 -3.672 -2.567
H -2.562 -2.755 -3.601
H -4.025 -1.750 -1.117
H -2.435 -0.164 -3.182
H -2.962 0.466 -1.608
H -4.153 -0.022 -2.832
H -0.594 -1.616 -2.758
H 1.424 -2.408 -1.604
H 2.504 -2.961 0.615
H 1.799 -4.567 0.422
H 1.512 -3.653 1.903
H -0.920 -3.417 1.826
H -2.932 -2.647 0.683
C -0.599 2.185 -4.183
C 0.253 1.757 -3.010
O -0.241 0.899 -2.200
C 1.554 2.236 -2.920
C 2.431 1.919 -1.865
C 3.905 1.795 -2.086
N 1.999 1.705 -0.637
N 2.789 1.254 0.344
C 2.355 0.213 1.022
O 1.295 -0.431 0.757
C 3.263 -0.279 2.083
C 4.583 0.152 2.167
C 5.409 -0.368 3.146
C 4.933 -1.320 4.033
C 3.617 -1.744 3.954
C 2.781 -1.221 2.986
H -1.584 2.457 -3.811
H -0.724 1.355 -4.874
H -0.161 3.027 -4.706
H 1.981 2.734 -3.774
H 4.200 2.431 -2.916
H 4.170 0.765 -2.322
H 4.438 2.082 -1.184
H 4.940 0.887 1.463
H 6.434 -0.037 3.221
H 5.588 -1.723 4.792
H 3.257 -2.487 4.649
H 1.746 -1.515 2.917
I -3.475 -1.156 3.624
C -3.478 0.784 2.818
C -4.200 1.808 3.405
C -4.177 3.065 2.850
I -5.254 4.612 3.825
C -3.469 3.321 1.663
C -3.405 4.568 1.013
C -2.711 4.686 -0.161
C -2.093 3.554 -0.708
N -2.111 2.374 -0.127
C -2.757 2.246 1.056
C -2.693 0.946 1.677
O -1.991 -0.003 1.174
H -4.766 1.606 4.302
H -3.894 5.428 1.447
H -2.633 5.638 -0.658
H -1.555 3.623 -1.645
O 0.369 2.035 1.009
O 0.712 2.274 -0.307
*
```

---

# 5
A 6-piece molecular cluster, C31H30F22N3O10S overall at a distorted geometry. Source: the OMol25 dataset; level of theory: ωB97M-V with the def2-TZVPD basis set.

Output
Kohn-Sham gap: 6.850 eV
E_tot: -128189.18185 eV
HOMO: -12.5 eV

The geometry in ORCA input format:
```
! RIJCOSX wB97M-V def2-TZVPD def2/J DEFGRID3
* xyz 1 1
C 4.730 -1.540 1.586
C 4.321 -1.267 0.495
C 3.983 -0.957 -0.948
C 2.628 -0.258 -1.118
C 1.659 -0.700 -2.120
C 0.474 0.093 -2.146
N 0.158 1.130 -1.356
C -1.127 1.872 -1.498
F -1.301 2.520 -0.321
F -1.047 2.792 -2.478
C -2.372 0.938 -1.729
F -2.533 0.649 -3.051
F -3.463 1.696 -1.402
C -2.439 -0.347 -0.809
F -3.738 -0.525 -0.476
F -2.106 -1.453 -1.526
F -1.732 -0.242 0.327
N 1.004 1.567 -0.439
C 2.143 0.922 -0.365
N 3.072 1.471 0.625
C 3.832 2.216 -0.017
S 4.839 2.984 -0.967
H 5.288 -1.765 2.500
H 4.771 -0.264 -1.341
H 4.033 -1.903 -1.556
H 1.850 -1.563 -2.781
H -0.285 -0.180 -2.913
C 10.369 -3.005 1.122
C 10.776 -2.309 -0.160
O 9.619 -1.973 -0.952
C 8.977 -0.859 -0.607
O 9.281 -0.136 0.296
C 7.808 -0.611 -1.563
F 7.076 -1.710 -1.799
F 8.236 -0.162 -2.754
F 6.931 0.288 -1.097
H 9.748 -3.876 0.904
H 11.248 -3.327 1.679
H 9.779 -2.343 1.758
H 11.382 -2.979 -0.769
H 11.377 -1.420 0.037
C -5.355 4.228 -1.697
C -4.825 5.189 -0.651
O -5.840 6.126 -0.260
C -6.711 5.682 0.649
O -6.692 4.586 1.134
C -7.709 6.784 1.013
F -8.172 7.424 -0.072
F -7.140 7.710 1.804
F -8.770 6.303 1.667
H -5.763 4.776 -2.547
H -4.563 3.570 -2.048
H -6.162 3.614 -1.294
H -4.006 5.775 -1.068
H -4.433 4.661 0.221
C -2.600 1.072 3.141
C -1.578 0.277 3.928
O -1.993 0.122 5.292
C -2.873 -0.860 5.525
O -3.322 -1.588 4.690
C -3.188 -0.942 7.021
F -3.404 0.270 7.558
F -2.171 -1.499 7.701
F -4.275 -1.678 7.264
H -2.796 2.030 3.626
H -2.246 1.257 2.127
H -3.552 0.542 3.084
H -0.630 0.814 3.952
H -1.387 -0.696 3.471
C 6.712 -6.069 -6.801
C 7.279 -5.153 -5.738
O 6.295 -4.188 -5.313
C 5.413 -4.611 -4.411
O 5.375 -5.709 -3.939
C 4.470 -3.468 -4.026
F 4.027 -2.782 -5.091
F 5.077 -2.572 -3.217
F 3.378 -3.894 -3.371
H 6.314 -5.488 -7.635
H 7.482 -6.744 -7.175
H 5.890 -6.668 -6.406
H 8.112 -4.582 -6.147
H 7.661 -5.714 -4.883
C -7.105 1.815 1.971
C -7.449 1.212 3.318
O -8.847 0.894 3.394
C -9.215 -0.260 2.833
O -8.475 -1.023 2.283
C -10.716 -0.489 3.032
F -11.434 0.618 2.778
F -10.989 -0.853 4.297
F -11.187 -1.452 2.235
H -7.736 2.677 1.766
H -6.061 2.128 1.944
H -7.273 1.097 1.166
H -7.252 1.937 4.108
H -6.842 0.330 3.531
*
```

---

# 6
C31H30IrN5O2PS as an isolated structure. Source: the OMol25 dataset; level of theory: ωB97M-V with the def2-TZVPD basis set.

Output
Kohn-Sham gap: 6.395 eV
Energy relative to the best compared isomer or geometry (same formula, charge and spin): 23.6 kcal/mol
E_tot: -67136.69622 eV
HOMO: -10.4 eV

The geometry in ORCA input format:
```
! RIJCOSX wB97M-V def2-TZVPD def2/J DEFGRID3
* xyz 1 1
Ir 0.173 0.465 -0.291
C 4.167 1.338 -1.579
O 3.330 1.039 -0.468
C 3.307 1.948 0.558
C 4.229 2.983 0.652
C 4.201 3.856 1.726
C 3.248 3.704 2.719
C 2.330 2.676 2.626
C 2.345 1.784 1.559
N 1.336 0.761 1.469
N 0.984 0.316 2.589
C -0.035 -0.573 2.788
C -0.615 -1.387 1.796
O -0.326 -1.329 0.518
C -1.526 -2.410 2.177
C -1.870 -2.586 3.477
C -1.338 -1.768 4.514
C -1.720 -1.962 5.857
C -1.191 -1.183 6.849
C -0.264 -0.183 6.518
C 0.119 0.027 5.217
C -0.407 -0.765 4.180
H 5.223 1.278 -1.312
H 3.938 2.325 -1.986
H 3.964 0.580 -2.336
H 4.984 3.112 -0.109
H 4.926 4.657 1.779
H 3.203 4.393 3.551
H 1.557 2.574 3.374
H -1.933 -3.026 1.385
H -2.572 -3.367 3.747
H -2.440 -2.738 6.086
H -1.482 -1.333 7.880
H 0.157 0.434 7.301
H 0.835 0.801 4.985
C -2.486 1.651 -2.086
P -1.376 0.224 -1.972
C -0.679 0.091 -3.635
C -1.380 -0.487 -4.694
C -0.829 -0.497 -5.966
C 0.415 0.077 -6.194
C 1.107 0.676 -5.151
C 0.561 0.685 -3.876
C -2.447 -1.207 -1.680
C -3.481 -1.073 -0.755
C -4.269 -2.163 -0.418
C -4.028 -3.401 -0.997
C -3.000 -3.545 -1.918
C -2.215 -2.453 -2.260
H -3.270 1.449 -2.817
H -1.898 2.512 -2.401
H -2.927 1.879 -1.117
H -2.355 -0.929 -4.528
H -1.375 -0.949 -6.784
H 0.840 0.065 -7.189
H 2.066 1.144 -5.333
H 1.082 1.188 -3.067
H -3.676 -0.118 -0.282
H -5.070 -2.044 0.299
H -4.645 -4.251 -0.737
H -2.815 -4.505 -2.381
H -1.439 -2.581 -3.004
N 1.090 -2.092 -1.696
N 1.504 -0.899 -1.029
H 0.662 -1.803 -2.570
H 0.364 -2.498 -1.111
H 2.138 -0.398 -1.644
H 2.081 -1.198 -0.244
S 0.476 5.061 0.171
C 0.292 3.542 -0.204
N 0.142 2.403 -0.527
*
```